Record 1
ORCA calculation (the ωB97M-V functional and the def2-TZVPD basis) on C25H34BrFeN3STe as an isolated structure.

Calculated values
Expectation value of S²: 6.014
LUMO (spin up / spin down) in eV: -5.85 / -6.12
Maximum force in eV Å⁻¹: 0.7
Multiplicity: 5
Total charge: +2
HOMO level (spin up / spin down) in eV: -13.2589 / -13.2593
Kohn-Sham gap (spin up / spin down) in hartree: 0.2723 / 0.2623
Energy relative to the best compared isomer or geometry (same formula, charge and spin) in kcal per mole: 3.6

Geometry as XYZ:
```
66
Properties=species:S:1:pos:R:3:forces:R:3:mulliken_spin:R:1
Fe 0.195 0.594 -0.172 -0.326 -0.173 0.343 3.72
C -1.685 1.220 -3.532 0.015 0.002 0.023 -0.01
C -1.470 1.650 -2.101 -0.008 -0.028 -0.111 0.04
C -0.633 2.742 -1.803 0.061 0.059 -0.088 0.01
C 0.198 3.396 -2.879 -0.021 -0.014 0.019 -0.01
C -0.603 3.273 -0.505 0.006 0.120 0.048 -0.01
C 0.088 4.594 -0.264 -0.067 -0.029 -0.004 0.00
C -1.292 2.618 0.535 0.016 0.055 0.136 0.05
C -1.236 3.150 1.947 -0.007 -0.001 -0.007 -0.01
C -2.094 1.495 0.252 -0.024 -0.160 0.159 0.09
C -2.964 0.886 1.334 0.006 0.041 -0.019 0.00
C -2.198 1.026 -1.074 -0.055 -0.099 -0.015 -0.05
C -3.171 -0.078 -1.396 -0.038 0.042 -0.006 0.00
H -1.101 0.334 -3.800 -0.012 0.014 0.020 0.00
H -1.424 2.007 -4.232 -0.005 -0.004 0.015 0.00
H -2.731 0.977 -3.704 0.002 0.014 0.000 0.00
H -0.308 4.273 -3.292 -0.020 -0.030 0.011 0.00
H 0.405 2.720 -3.704 0.017 0.006 0.024 0.00
H 1.153 3.740 -2.482 -0.014 -0.003 0.006 0.00
H 1.149 4.493 -0.030 0.028 -0.038 -0.017 0.00
H -0.373 5.137 0.557 -0.012 -0.010 -0.001 0.00
H 0.011 5.226 -1.146 -0.001 -0.003 -0.004 0.00
H -2.110 3.771 2.161 0.004 -0.008 -0.024 0.00
H -0.358 3.768 2.118 0.005 0.006 0.001 0.00
H -1.232 2.346 2.682 0.012 0.003 -0.026 0.00
H -2.521 -0.002 1.795 -0.013 0.016 -0.042 0.00
H -3.927 0.584 0.929 0.001 0.021 0.007 0.00
H -3.162 1.597 2.131 -0.001 -0.006 -0.014 0.00
H -4.168 0.342 -1.557 0.020 0.019 -0.001 0.00
H -3.258 -0.795 -0.583 0.004 0.004 0.007 0.00
H -2.897 -0.618 -2.296 0.003 -0.006 -0.002 0.00
C 1.907 1.160 3.468 -0.045 -0.129 -0.039 0.00
Te 1.960 1.995 1.527 0.139 0.404 -0.280 0.05
C 3.831 1.135 1.024 0.037 -0.012 0.030 0.00
H 2.138 0.099 3.404 0.002 0.007 0.067 0.00
H 0.921 1.312 3.900 0.023 0.022 0.014 0.00
H 2.656 1.695 4.042 -0.012 -0.085 0.113 0.00
H 4.601 1.718 1.521 0.057 -0.055 0.000 0.00
H 3.977 1.182 -0.052 -0.014 0.014 0.008 0.00
H 3.846 0.104 1.366 0.055 -0.002 -0.004 0.00
Br 1.664 0.199 -2.291 0.314 0.033 -0.324 0.05
C 0.502 -1.314 -2.438 0.117 0.073 0.036 0.00
C 0.590 -2.161 -3.520 -0.068 -0.124 0.028 0.00
C -0.283 -3.242 -3.510 0.034 -0.010 -0.063 0.00
C -1.152 -3.407 -2.441 -0.006 -0.043 0.017 0.00
C -1.140 -2.481 -1.415 0.130 0.043 0.159 0.01
N -0.318 -1.420 -1.411 -0.159 0.048 -0.410 0.00
H 1.298 -1.997 -4.319 -0.006 0.013 0.014 0.00
H -0.272 -3.951 -4.327 -0.002 0.007 0.014 0.00
H -1.832 -4.246 -2.397 0.011 0.003 -0.015 0.00
H -1.791 -2.588 -0.558 -0.016 0.022 -0.008 0.00
N 1.135 -5.272 3.831 0.128 -0.136 -0.101 0.00
C 1.858 -4.951 2.745 -0.372 0.516 0.146 0.00
S 2.974 -5.931 2.082 0.137 -0.176 -0.120 0.00
C 1.546 -3.591 2.147 0.073 -0.306 0.107 0.00
C 2.373 -3.082 1.155 0.131 0.051 -0.045 0.00
C 2.090 -1.863 0.577 0.006 0.038 0.000 0.01
N 1.028 -1.121 0.923 -0.290 -0.134 0.218 0.03
C 0.236 -1.601 1.890 0.112 0.039 0.007 0.03
C 0.456 -2.810 2.522 -0.088 -0.004 0.028 0.00
H 1.314 -6.164 4.265 -0.018 0.001 0.028 0.00
H 0.505 -4.645 4.295 0.021 0.047 0.024 0.00
H 3.234 -3.658 0.842 -0.011 0.024 -0.013 0.00
H 2.732 -1.465 -0.198 -0.028 0.005 -0.018 0.00
H -0.613 -0.989 2.182 0.033 0.006 -0.042 -0.01
H -0.251 -3.117 3.279 -0.001 -0.011 -0.017 0.00
```
Forces are in eV/Å.

***

Record 2
ORCA calculation (the ωB97M-V functional and the def2-TZVPD basis) on C23H30BF4GaO5 as an isolated structure.

Calculated values
LUMO in eV: 3.24
Maximum force in eV Å⁻¹: 2.5
Total charge: -2
HOMO level in eV: 0.3254
Kohn-Sham gap in hartree: 0.1073

Geometry as XYZ:
```
64
Properties=species:S:1:pos:R:3:forces:R:3:mulliken_charge:R:1
C 0.233 -0.206 -7.613 -0.536 -0.384 -0.191 2.99
C -0.138 -0.788 -6.233 0.436 0.020 -0.026 -2.05
C 0.052 1.315 -7.474 0.378 -0.041 -0.083 -1.55
C -1.036 1.469 -6.408 -0.807 -0.095 1.008 0.03
H -0.239 1.739 -8.437 0.089 0.039 0.087 0.32
H 0.994 1.771 -7.159 -0.118 -0.061 -0.072 0.36
C -1.305 0.071 -5.789 -0.314 -0.043 -0.248 0.80
H 0.713 -0.647 -5.550 -0.136 -0.113 -0.249 0.43
H -0.379 -1.853 -6.299 0.232 0.324 0.217 0.61
C -1.493 0.279 -4.283 -0.123 -0.136 0.686 -1.34
H -2.220 -0.364 -6.217 0.110 0.171 0.063 0.56
H -1.970 1.817 -6.876 0.330 0.053 0.126 0.44
C -0.770 2.359 -5.144 0.194 0.180 0.218 1.73
C 1.554 -0.733 -8.104 0.881 -1.086 1.217 -0.45
C -0.587 -0.788 -8.778 -1.572 0.850 -0.504 0.02
O -0.832 -0.248 -9.840 -0.114 -0.873 1.463 -0.64
O 2.357 -1.354 -7.428 -0.623 1.131 -1.063 -0.61
O 1.639 -0.598 -9.446 1.204 0.184 0.643 -0.22
O -0.947 -2.052 -8.445 0.718 -0.454 -0.901 -0.28
C -0.662 -3.092 -9.404 -0.534 0.032 -0.012 -0.71
H -0.291 -3.938 -8.821 -0.115 0.079 -0.073 0.28
H 0.100 -2.811 -10.146 -0.319 0.235 0.307 0.27
H -1.596 -3.359 -9.905 0.229 -0.075 -0.087 0.26
C 2.926 -0.919 -9.938 0.478 -0.139 -0.373 -0.83
H 3.685 -0.332 -9.403 -0.097 -0.269 -0.203 0.32
H 2.891 -0.645 -10.987 0.170 -0.005 -0.085 0.26
H 3.141 -1.991 -9.836 -0.013 0.275 0.070 0.32
O -1.328 1.674 -3.982 0.069 0.244 -1.799 -0.41
H -0.777 -0.293 -3.658 -0.329 0.149 -0.367 0.37
H -2.516 -0.011 -3.975 0.534 0.147 0.000 0.13
C -1.487 3.691 -5.335 -0.152 0.173 0.189 -1.84
C 0.717 2.618 -4.859 0.021 -0.022 0.089 -1.90
H 1.168 3.247 -5.639 -0.051 -0.151 0.118 0.40
H 1.277 1.675 -4.787 -0.089 0.222 0.030 0.27
H 0.822 3.148 -3.900 -0.132 -0.276 -0.264 0.46
H -1.400 4.330 -4.451 0.023 -0.133 -0.037 0.41
H -2.552 3.531 -5.541 0.139 -0.011 0.092 0.42
H -1.053 4.229 -6.187 -0.038 -0.093 0.087 0.35
Ga -0.017 0.793 0.317 -0.417 -0.092 -0.205 0.47
C -2.304 -0.252 1.290 -0.470 -0.573 -1.083 -0.69
C -2.609 0.025 -0.083 -0.058 -1.270 0.437 -0.72
C -2.121 -1.069 -0.873 -0.837 -0.036 0.658 -0.07
H -3.225 0.847 -0.423 0.294 0.187 -0.155 0.51
C -1.580 -2.036 0.019 -0.304 0.476 0.092 -0.82
C -1.665 -1.527 1.338 -0.384 0.499 -0.361 -0.55
H -1.321 -2.021 2.239 0.070 0.111 -0.126 0.36
H -2.545 0.395 2.127 0.165 -0.191 -0.139 0.47
H -2.273 -1.208 -1.948 0.142 0.100 0.373 0.27
H -1.262 -3.049 -0.230 0.245 0.391 -0.081 0.36
C 2.448 0.716 0.311 0.725 -1.487 -0.428 -0.65
C 2.241 -0.296 1.324 0.829 0.228 -1.149 -0.81
C 2.005 -1.524 0.666 -0.068 0.523 -0.125 -0.61
H 2.260 -0.143 2.398 0.173 -0.050 -0.404 0.58
C 1.938 -1.300 -0.734 0.810 0.958 -0.014 -0.46
C 2.245 0.075 -0.979 0.989 -0.476 1.192 -0.52
H 2.462 0.527 -1.946 -0.349 -0.048 0.171 0.45
H 3.013 1.637 0.493 -0.787 -0.044 -0.127 0.48
H 2.040 -2.498 1.147 -0.659 0.178 -0.007 0.38
H 1.789 -2.063 -1.501 -0.106 0.253 0.248 0.35
F -0.043 1.125 2.477 -0.048 -0.520 2.313 -0.37
B -0.055 0.360 3.911 0.157 0.115 -2.506 0.70
F -1.388 0.197 4.250 0.507 0.124 0.241 -0.36
F 0.611 -0.848 3.669 -0.575 0.503 0.667 -0.39
F 0.661 1.195 4.733 -0.068 0.094 0.446 -0.34
```
Forces are in eV/Å.

***

no.,calculated total energy (eV)
1,-153492.41457
2,-98501.65188